No. 1
{
  "formula": "C31H52MoNOSi4",
  "method": "ωB97M-V with the def2-TZVPD basis set",
  "e_homo_ha": [-0.380, -0.385],
  "fmax_ev_per_a": 4.9,
  "multiplicity": 3,
  "total_charge": 1,
  "homo_lumo_gap_ha": [0.1982, 0.2354],
  "species": ["C", "C", "C", "H", "C", "C", "H", "C", "C", "C", "H", "C", "C", "H", "H", "H", "H", "H", "H", "Mo", "C", "C", "C", "H", "H", "H", "H", "H", "H", "C", "C", "H", "H", "O", "N", "C", "H", "C", "C", "H", "C", "H", "C", "H", "C", "H", "C", "H", "H", "H", "C", "Si", "C", "C", "Si", "Si", "C", "C", "C", "Si", "C", "C", "C", "H", "H", "H", "H", "H", "H", "H", "H", "H", "H", "H", "H", "H", "H", "H", "H", "H", "H", "H", "H", "H", "H", "H", "H", "H", "H", "H"],
  "positions_angstrom": [[-2.081, -0.836, -0.176], [-3.055, 0.227, -0.334], [-2.846, 0.850, -1.579], [-3.894, 0.406, 0.335], [-1.641, 0.344, -2.152], [-1.188, -0.728, -1.347], [-1.268, 0.566, -3.162], [-0.221, 0.311, 3.116], [-1.609, 0.210, 2.732], [-1.923, 1.389, 1.987], [-2.325, -0.546, 3.043], [-0.739, 2.216, 1.876], [0.304, 1.541, 2.574], [-3.475, 1.619, -2.025], [-0.493, -1.509, -1.658], [-2.238, -1.766, 0.369], [1.319, 1.899, 2.687], [-2.892, 1.670, 1.600], [0.298, -0.327, 3.816], [-0.382, 0.180, 0.935], [-0.706, 3.513, 1.082], [0.635, 4.262, 1.234], [-1.931, 4.415, 1.352], [0.804, 4.563, 2.280], [0.674, 5.164, 0.596], [1.469, 3.608, 0.923], [-2.022, 4.704, 2.414], [-2.864, 3.911, 1.037], [-1.862, 5.326, 0.720], [-0.918, 3.031, -0.381], [0.383, 2.753, -1.055], [-1.545, 3.720, -0.943], [-1.481, 2.093, -0.357], [1.141, 1.851, -0.585], [0.757, 3.639, -2.050], [0.086, 3.697, -3.370], [1.759, 3.848, -2.066], [-1.425, 3.676, -3.409], [-2.037, 2.872, -4.374], [-1.403, 2.303, -5.065], [-3.431, 2.781, -4.477], [-3.872, 2.098, -5.211], [-4.244, 3.579, -3.660], [-5.331, 3.534, -3.767], [-3.647, 4.437, -2.734], [-4.270, 5.051, -2.080], [-2.248, 4.537, -2.660], [-1.812, 5.283, -1.990], [0.480, 2.846, -3.954], [0.451, 4.605, -3.888], [3.622, -0.649, 2.466], [2.639, -2.257, 2.507], [3.822, -3.717, 2.315], [1.827, -2.566, 4.179], [1.064, -1.865, 0.847], [2.337, -2.227, -1.113], [3.909, -3.259, -0.986], [1.428, -3.046, -2.556], [2.801, -0.464, -1.565], [-0.220, -3.855, 1.137], [0.751, -5.396, 1.655], [-1.481, -3.483, 2.497], [-1.179, -4.354, -0.412], [4.325, -0.686, 3.311], [2.989, 0.243, 2.569], [4.201, -0.553, 1.537], [4.314, -3.846, 3.289], [3.328, -4.662, 2.065], [4.601, -3.533, 1.570], [1.410, -1.653, 4.610], [1.040, -3.327, 4.175], [2.620, -2.916, 4.856], [3.751, -4.232, -0.508], [4.243, -3.444, -2.018], [4.715, -2.735, -0.460], [0.640, -2.425, -2.992], [2.198, -3.196, -3.328], [1.010, -4.027, -2.302], [1.935, 0.166, -1.794], [3.352, 0.036, -0.761], [3.445, -0.517, -2.453], [1.167, -5.327, 2.668], [0.040, -6.238, 1.644], [1.564, -5.638, 0.959], [-2.022, -2.538, 2.372], [-2.223, -4.296, 2.472], [-1.025, -3.477, 3.493], [-1.663, -3.520, -0.935], [-0.545, -4.894, -1.127], [-1.970, -5.046, -0.081]],
  "lowdin_spin": [-0.018, -0.097, 0.023, -0.004, -0.092, 0.003, -0.004, -0.006, 0.031, 0.047, 0.007, 0.031, 0.030, 0.003, 0.003, 0.011, 0.003, 0.004, 0.000, 1.800, 0.005, 0.000, 0.003, 0.000, 0.000, 0.000, 0.000, 0.000, 0.001, 0.020, 0.001, 0.002, 0.010, 0.033, 0.002, 0.000, 0.000, 0.000, 0.000, 0.000, 0.000, 0.000, 0.000, 0.000, 0.000, 0.000, 0.000, 0.000, 0.000, 0.000, 0.001, 0.003, 0.000, 0.000, 0.068, 0.028, 0.008, 0.004, 0.002, 0.016, 0.004, 0.001, 0.002, 0.000, 0.001, 0.000, 0.000, 0.000, 0.000, 0.000, 0.000, 0.000, 0.000, 0.001, 0.000, 0.000, 0.001, 0.000, 0.001, 0.000, 0.000, 0.000, 0.001, 0.000, 0.001, 0.000, 0.000, 0.000, 0.000, 0.000]
}

=====

No. 2
{
  "formula": "C31H52NO16P",
  "method": "ωB97M-V with the def2-TZVPD basis set",
  "e_homo_ha": -0.282,
  "fmax_ev_per_a": 2.4,
  "total_charge": 0,
  "smiles": "COCCCC[C@H](OC=O)P(N)O.O=C1CCCO1.O=C1CCCO1.O=C1CCCO1.O=C1CCCO1.O=C1CCCO1.O=C1CCCO1",
  "homo_lumo_gap_ha": 0.2922,
  "species": ["C", "O", "C", "C", "C", "C", "C", "O", "C", "O", "P", "N", "O", "H", "H", "H", "H", "H", "H", "H", "H", "H", "H", "H", "H", "H", "H", "H", "H", "O", "C", "O", "C", "C", "C", "H", "H", "H", "H", "H", "H", "O", "C", "O", "C", "C", "C", "H", "H", "H", "H", "H", "H", "O", "C", "O", "C", "C", "C", "H", "H", "H", "H", "H", "H", "O", "C", "O", "C", "C", "C", "H", "H", "H", "H", "H", "H", "O", "C", "O", "C", "C", "C", "H", "H", "H", "H", "H", "H", "O", "C", "O", "C", "C", "C", "H", "H", "H", "H", "H", "H"],
  "positions_angstrom": [[-1.996, -1.877, -3.557], [-1.166, -1.482, -2.467], [0.021, -0.839, -2.896], [0.141, 0.503, -2.211], [-0.868, 1.525, -2.706], [-1.161, 2.704, -1.783], [-0.041, 3.535, -1.182], [0.708, 4.326, -2.150], [1.455, 3.655, -3.052], [1.256, 3.762, -4.252], [0.905, 2.680, 0.180], [1.416, 3.943, 1.206], [2.337, 2.089, -0.438], [-2.190, -1.042, -4.226], [-2.947, -2.209, -3.176], [-1.497, -2.682, -4.077], [0.864, -1.446, -2.559], [0.093, -0.775, -3.978], [-0.025, 0.345, -1.149], [1.146, 0.879, -2.381], [-1.808, 1.008, -2.881], [-0.570, 1.898, -3.682], [-1.821, 3.389, -2.310], [-1.742, 2.347, -0.938], [-0.547, 4.282, -0.587], [2.305, 3.058, -2.713], [2.370, 4.197, 0.958], [1.512, 3.489, 2.111], [2.283, 1.134, -0.434], [-3.473, -3.757, -5.167], [-3.373, -4.810, -4.614], [-2.584, -4.973, -3.525], [-2.566, -6.348, -3.119], [-3.836, -6.956, -3.700], [-4.019, -6.136, -4.980], [-1.663, -6.812, -3.523], [-2.531, -6.394, -2.033], [-3.763, -8.030, -3.860], [-4.673, -6.773, -3.027], [-3.477, -6.563, -5.825], [-5.062, -5.994, -5.243], [-0.319, -6.552, 2.399], [0.004, -6.017, 1.383], [-0.362, -6.485, 0.161], [0.258, -5.703, -0.874], [0.594, -4.367, -0.224], [0.877, -4.785, 1.219], [1.148, -6.231, -1.222], [-0.436, -5.594, -1.701], [1.418, -3.850, -0.711], [-0.277, -3.712, -0.254], [1.917, -5.076, 1.368], [0.598, -4.022, 1.939], [-0.894, 1.256, 2.647], [-1.860, 1.966, 2.602], [-1.899, 3.112, 1.887], [-3.155, 3.805, 2.102], [-4.115, 2.725, 2.577], [-3.182, 1.770, 3.324], [-2.995, 4.579, 2.857], [-3.481, 4.272, 1.166], [-4.930, 3.115, 3.182], [-4.549, 2.215, 1.716], [-3.051, 2.055, 4.369], [-3.502, 0.734, 3.259], [2.280, 1.789, 3.468], [2.291, 0.705, 3.972], [2.929, 0.443, 5.134], [2.859, -0.968, 5.428], [1.654, -1.478, 4.649], [1.660, -0.559, 3.427], [3.792, -1.432, 5.106], [2.754, -1.102, 6.502], [1.717, -2.538, 4.411], [0.743, -1.316, 5.225], [2.296, -0.946, 2.628], [0.665, -0.351, 3.044], [6.304, -2.291, 5.275], [6.726, -1.696, 4.330], [6.455, -2.064, 3.054], [7.177, -1.227, 2.132], [7.486, 0.047, 2.907], [7.635, -0.481, 4.333], [8.081, -1.756, 1.822], [6.558, -1.049, 1.256], [8.361, 0.575, 2.533], [6.636, 0.728, 2.855], [8.652, -0.811, 4.547], [7.312, 0.235, 5.082], [-4.645, 4.952, -0.306], [-3.981, 5.717, -0.949], [-2.679, 5.933, -0.688], [-2.157, 6.972, -1.545], [-3.099, 6.999, -2.741], [-4.429, 6.589, -2.105], [-2.162, 7.910, -0.988], [-1.134, 6.726, -1.816], [-3.123, 7.963, -3.243], [-2.792, 6.248, -3.469], [-4.976, 7.443, -1.703], [-5.064, 6.028, -2.783]],
  "mulliken_charge": [-0.603, -0.373, -1.174, 0.272, -0.636, -0.607, 0.086, -0.391, 0.124, -0.545, 0.529, -0.777, -0.624, 0.297, 0.232, 0.260, 0.387, 0.483, 0.178, 0.080, 0.462, 0.323, 0.178, 0.360, -0.080, 0.446, 0.272, 0.448, 0.340, -0.555, 0.506, -0.234, -0.407, -0.531, -0.568, 0.272, 0.284, 0.357, 0.278, 0.266, 0.331, -0.581, 0.477, -0.349, -0.070, -0.390, -0.253, 0.233, 0.009, 0.310, 0.222, 0.288, 0.104, -0.520, 0.464, -0.210, 0.267, -0.655, -0.609, 0.265, -0.231, 0.380, 0.287, 0.309, 0.322, -0.503, 0.302, -0.416, -0.204, -0.692, 0.072, -0.020, 0.383, 0.320, 0.331, 0.264, 0.190, -0.586, 0.603, -0.364, -0.440, -0.433, -0.438, 0.267, 0.315, 0.324, 0.223, 0.273, 0.269, -0.682, 0.634, -0.322, -0.371, -0.541, -0.612, 0.329, 0.243, 0.377, 0.269, 0.295, 0.327]
}

=====

| no. | E_tot (Eh) |
| --- | --- |
| 1 | -2568.33711 |
| 2 | -2812.44298 |